(1)
This record from the OMol25 dataset describes the molecule C18H18N4O3S in a non-equilibrium geometry. The level of theory is the ωB97M-V functional and the def2-TZVPD basis.

Atoms and positions in Å:
C1 -0.789 4.730 -1.563
O1 0.031 4.677 -0.415
C2 0.214 3.522 0.272
C3 1.197 3.602 1.264
C4 1.520 2.517 2.054
C5 0.889 1.308 1.851
C6 -0.091 1.193 0.866
C7 -0.697 -0.090 0.593
N1 -0.476 -1.081 1.367
N2 -1.038 -2.279 1.089
C8 -0.397 -3.477 1.272
C9 1.041 -3.596 1.662
O2 1.842 -2.530 1.222
C10 1.820 -2.186 -0.105
C11 2.396 -0.955 -0.416
C12 2.394 -0.498 -1.717
C13 1.824 -1.260 -2.726
C14 1.270 -2.488 -2.420
C15 1.264 -2.959 -1.116
N3 -1.182 -4.474 1.011
N4 -2.370 -3.922 0.679
C16 -2.333 -2.566 0.690
S1 -3.574 -1.538 0.383
C17 -0.461 2.307 0.088
O3 -1.469 2.176 -0.849
C18 -2.779 2.151 -0.307
H1 -0.550 3.932 -2.267
H2 -1.851 4.680 -1.307
H3 -0.578 5.699 -2.017
H4 1.689 4.554 1.392
H5 2.277 2.618 2.817
H6 1.140 0.431 2.425
H7 -1.295 -0.175 -0.313
H8 1.410 -4.568 1.306
H9 1.125 -3.571 2.754
H10 2.825 -0.373 0.383
H11 2.833 0.462 -1.943
H12 1.814 -0.898 -3.742
H13 0.830 -3.094 -3.199
H14 0.828 -3.924 -0.906
H15 -3.163 -4.494 0.440
H16 -2.912 1.342 0.416
H17 -3.448 1.992 -1.150
H18 -3.021 3.103 0.181

Atoms 1-2, force components in eV/Å:
-0.148 0.081 -0.392
0.031 -0.053 0.271

The gap between HOMO and LUMO is 0.2938 Eh. As for the SMILES: COc1cccc(/C=N/n2c(COc3ccccc3)n[nH]c2=S)c1OC. The LUMO energy is 0.00 eV. The energy above the lowest of the compared OMol25 structures with the same formula, charge and spin comes out at 400.1 kJ/mol.

natural (NBO) atomic charge list, values in e, 8 entries: atom 1 (C): -0.24, atom 2 (O): -0.49, atom 3 (C): 0.25, atom 4 (C): -0.22, atom 5 (C): -0.21, atom 6 (C): -0.18, atom 7 (C): -0.17, atom 8 (C): 0.13

(2)
This record from the OMol25 dataset describes a structure of composition C18H19AgNO10 in a non-equilibrium geometry. The level of theory is the ωB97M-V functional and the def2-TZVPD basis.

Atoms and positions in Å:
Ag1 0.073 -0.387 -0.120
C1 5.351 2.932 1.436
C2 6.736 2.917 1.004
C3 7.075 2.328 -0.329
O1 8.164 2.696 -0.801
C4 6.030 1.482 -0.958
C5 4.802 1.321 -0.489
C6 4.471 2.009 0.867
O2 3.350 1.712 1.511
O3 3.957 0.652 -1.263
O4 7.605 3.504 1.656
H1 5.002 3.534 2.262
H2 6.423 1.009 -1.846
C7 -5.483 1.654 -1.702
C8 -4.024 1.596 -1.654
C9 -3.100 2.820 -1.969
O5 -1.889 2.586 -1.701
C10 -3.822 3.985 -2.498
C11 -5.195 4.014 -2.693
C12 -5.998 2.801 -2.194
O6 -7.290 2.897 -2.039
O7 -5.627 5.149 -3.168
O8 -3.532 0.525 -1.298
H3 -6.051 0.835 -1.288
H4 -3.230 4.866 -2.701
C13 -0.642 -2.875 -2.460
O9 -0.023 -2.800 -1.128
C14 0.266 -4.069 -0.646
C15 1.092 -3.756 0.722
N1 0.312 -2.838 1.554
C16 -1.024 -3.131 1.915
C17 -1.495 -2.005 2.886
O10 -1.367 -0.687 2.189
C18 -1.676 0.494 2.990
H5 -0.174 -3.548 -3.179
H6 -0.491 -1.943 -3.004
H7 -1.684 -3.166 -2.325
H8 0.861 -4.555 -1.419
H9 -0.514 -4.789 -0.399
H10 2.052 -3.272 0.545
H11 1.189 -4.688 1.280
H12 0.699 -2.870 2.487
H13 -1.061 -4.137 2.334
H14 -1.619 -3.007 1.010
H15 -0.782 -1.904 3.704
H16 -2.490 -2.107 3.317
H17 -1.066 0.264 3.863
H18 -2.737 0.517 3.241
H19 -1.424 1.434 2.499

Atoms 1-2, force components in eV/Å:
-0.515 -0.107 0.301
0.705 -0.450 -0.424

The gap between HOMO and LUMO (alpha / beta) is 0.1300 / 0.0765 Eh. The spin multiplicity is 2. The LUMO energy (alpha / beta) is 3.11 / 1.66 eV. Its net charge is -2. Its expectation value of S² is 0.786. The energy above the lowest of the compared OMol25 structures with the same formula, charge and spin comes out at 558.3 kJ/mol.

natural (NBO) atomic charge list, values in e, 8 entries: atom 1 (Ag): 0.91, atom 2 (C): -0.20, atom 3 (C): 0.38, atom 4 (C): 0.40, atom 5 (O): -0.58, atom 6 (C): -0.37, atom 7 (C): 0.33, atom 8 (C): 0.35

(3)
This record from the OMol25 dataset describes a structure of composition C18H19Al2Br2F7LiNaO6S in a non-equilibrium geometry. The level of theory is the ωB97M-V functional and the def2-TZVPD basis.

Atoms and positions in Å:
O1 -1.752 1.483 2.679
C1 -1.710 1.386 1.413
C2 -2.953 0.789 0.560
C3 -4.469 1.206 0.875
C4 -5.576 0.602 -0.021
C5 -5.193 -0.408 -1.174
C6 -3.686 -0.859 -1.520
C7 -2.579 -0.226 -0.634
C8 -0.984 -0.520 -0.841
O2 -0.531 -1.667 -1.117
C9 -0.040 0.781 -0.661
C10 -0.404 1.787 0.510
C11 0.376 3.098 0.798
C12 1.600 3.457 -0.122
C13 1.994 2.479 -1.299
C14 1.211 1.138 -1.605
S1 1.727 0.052 -3.033
O3 0.656 0.154 -4.128
O4 2.999 0.621 -3.645
F1 2.081 -1.522 -2.566
H1 -4.656 1.961 1.730
H2 -6.664 0.932 0.194
H3 -6.031 -0.825 -1.833
H4 -3.426 -1.597 -2.358
H5 0.030 3.779 1.639
H6 2.147 4.450 0.083
H7 2.884 2.818 -1.956
Na1 -0.654 1.801 -3.096
Br1 -6.148 -2.598 -1.045
C15 1.852 1.677 3.441
O5 2.894 2.547 3.899
H8 1.915 1.586 2.361
H9 1.973 0.689 3.894
H10 0.879 2.095 3.712
H11 2.798 2.597 4.869
Al1 -1.263 5.039 2.073
Br2 4.112 2.315 2.092
F2 -3.570 3.282 0.923
F3 -7.393 -0.345 4.768
Al2 -5.737 0.170 4.407
F4 -4.896 -1.098 3.490
F5 -4.849 0.470 5.918
F6 -5.767 1.663 3.447
C16 5.265 -4.121 -1.278
C17 5.088 -4.769 -2.642
C18 5.689 -3.913 -3.745
O6 3.696 -4.963 -2.897
H12 4.760 -3.150 -1.239
H13 4.818 -4.742 -0.497
H14 6.323 -3.973 -1.045
H15 5.561 -5.756 -2.644
H16 5.197 -2.936 -3.790
H17 5.544 -4.385 -4.721
H18 6.760 -3.758 -3.588
H19 3.270 -4.095 -2.897
Li1 -2.973 0.635 4.206
F7 -2.191 2.689 -0.342

Atoms 1-2, force components in eV/Å:
-0.019 -0.300 -3.802
-0.158 0.041 0.848

The gap between HOMO and LUMO is 0.0742 Eh. The LUMO energy is -4.14 eV.

natural (NBO) atomic charge list, values in e, 8 entries: atom 1 (O): -0.69, atom 2 (C): 0.62, atom 3 (C): 0.25, atom 4 (C): -0.13, atom 5 (C): -0.20, atom 6 (C): -0.16, atom 7 (C): -0.09, atom 8 (C): -0.20

(4)
This record from the OMol25 dataset describes a structure of composition C18H19B2F9HgNO20PS in a non-equilibrium geometry. The level of theory is the ωB97M-V functional and the def2-TZVPD basis.

Atoms and positions in Å:
Hg1 0.174 -0.618 -0.689
O1 1.973 -1.759 -0.045
C1 3.044 -2.352 -0.042
O2 3.706 -2.567 1.035
B1 4.977 -3.307 0.761
O3 4.906 -3.457 -0.709
C2 3.841 -2.893 -1.267
O4 3.560 -2.814 -2.410
O5 4.963 -4.632 1.411
C3 6.068 -4.840 2.100
O6 6.361 -5.818 2.723
C4 6.912 -3.579 1.900
O7 6.253 -2.711 1.131
O8 7.933 -3.291 2.462
O9 -6.637 2.256 -3.757
C5 -5.905 1.481 -3.218
O10 -5.653 1.421 -1.912
B2 -4.860 0.263 -1.580
O11 -4.818 -0.494 -2.871
C6 -5.273 0.181 -3.884
O12 -5.142 -0.046 -5.046
O13 -3.494 0.554 -1.155
C7 -3.132 -0.326 -0.265
O14 -2.017 -0.449 0.217
C8 -4.407 -0.983 0.251
O15 -5.414 -0.609 -0.523
O16 -4.419 -1.723 1.194
P1 -0.239 -3.454 -2.666
F1 0.448 -4.086 -1.333
F2 -1.184 -4.755 -2.745
F3 -1.266 -2.610 -1.709
F4 -0.983 -2.846 -3.993
F5 0.736 -2.157 -2.549
F6 0.846 -4.087 -3.667
C9 0.353 2.476 -3.840
F7 -0.637 3.314 -3.462
F8 0.733 2.872 -5.063
F9 1.383 2.646 -3.016
S1 -0.214 0.695 -3.968
O17 0.911 -0.075 -4.478
O18 -0.585 0.390 -2.549
O19 -1.344 0.687 -4.894
C10 -0.614 2.875 -0.319
C11 -0.258 2.642 1.169
C12 -1.617 2.783 1.919
C13 -1.733 2.218 3.325
C14 -1.190 0.784 3.258
C15 0.212 0.659 2.700
N1 0.235 1.253 1.365
O20 1.411 1.020 0.612
C16 1.172 1.416 3.715
C17 0.675 -0.807 2.704
C18 0.780 3.692 1.625
H1 -1.452 2.266 -0.648
H2 0.184 2.681 -1.033
H3 -0.824 3.946 -0.345
H4 -1.634 3.878 2.010
H5 -2.487 2.586 1.293
H6 -2.784 2.063 3.573
H7 -1.250 2.906 4.019
H8 -1.945 0.398 2.567
H9 -1.265 0.205 4.180
H10 2.061 1.835 3.247
H11 0.638 2.196 4.251
H12 1.497 0.709 4.478
H13 0.041 -1.577 2.263
H14 1.673 -0.809 2.264
H15 0.883 -1.201 3.702
H16 1.131 3.662 2.651
H17 0.248 4.640 1.533
H18 1.658 3.637 0.979
H19 2.101 1.549 1.061

Atoms 1-2, force components in eV/Å:
-0.655 -0.381 -1.257
0.469 -0.227 0.156

The gap between HOMO and LUMO is 0.3072 Eh. The LUMO energy is 2.96 eV. Its net charge is -2. The energy above the lowest of the compared OMol25 structures with the same formula, charge and spin comes out at 73.5 kJ/mol.

Löwdin atomic charge list, values in e, 8 entries: atom 1 (Hg): 1.36, atom 2 (O): 0.01, atom 3 (C): -0.33, atom 4 (O): 0.26, atom 5 (B): -0.84, atom 6 (O): 0.22, atom 7 (C): -0.38, atom 8 (O): 0.20